ORCA calculation (the ωB97M-V functional and the def2-TZVPD basis) on a molecular structure, C4H9NO3 in a non-equilibrium geometry.

Summary:
- HOMO: -9.3 eV
- E_LUMO: 0.53 eV
- ΔE to the lowest compared entry with this formula, charge and spin: 153.9 kcal per mole

```
17
Properties=species:S:1:pos:R:3:forces:R:3:mulliken_charge:R:1
C 0.81356 0.75265 -0.83112 4.4 2.4 -4.4 -0.70
H 1.28993 1.86253 -0.37823 -1.9 -3.1 -1.3 0.23
H 2.39901 0.76242 -2.11752 -0.1 -2.2 1.5 0.28
O -0.95555 -1.77719 1.32257 2.8 0.6 2.1 -0.55
H -1.80437 0.32318 -0.99354 -0.2 0.9 -2.2 0.51
H -0.34636 0.46843 1.84891 3.7 1.2 -0.3 0.48
N 1.96049 -0.03612 -1.51980 2.4 0.9 2.5 -0.64
O -2.04988 0.83350 0.95573 0.1 -2.5 0.4 -0.60
O 0.66369 0.50249 1.38138 -5.1 -1.2 3.8 -0.65
H 0.07848 0.93341 -1.69006 1.5 0.2 1.0 0.25
H 2.82109 -0.47917 -0.62952 -3.3 2.4 -3.6 0.26
H -0.15640 -1.39985 1.90046 -2.3 -1.6 -1.1 0.43
H -0.39885 -1.84490 -0.87950 -1.1 1.0 2.5 0.32
C 0.15108 0.06477 0.19876 -1.3 0.2 -1.1 0.57
C -0.66983 -1.22125 0.10470 0.8 1.1 -2.8 -0.13
H -2.46982 0.07166 1.42174 -0.1 0.9 0.0 0.42
C -1.32630 0.18344 -0.09497 -0.2 -0.9 3.1 -0.48
```
Positions in Å, forces in eV/Å.



ORCA calculation (the ωB97M-V functional and the def2-TZVPD basis) on 7 unconnected molecules or ions with the total composition C35H67F3N2O12PS in a non-equilibrium geometry.

Summary:
- HOMO: -5.7 eV
- Total charge: -1
- E_LUMO: 2.11 eV

```
121
Properties=species:S:1:pos:R:3:forces:R:3:mulliken_charge:R:1
C 4.53592 -7.86516 -6.72639 -0.1 -0.3 0.0 -0.56
H -2.60533 3.06081 -6.75571 -0.1 -0.1 0.1 0.27
C -0.14713 -5.58788 0.58203 0.3 0.0 0.0 -0.44
P -4.17070 3.36261 -1.31047 0.4 1.8 -0.6 0.48
H -2.14374 -5.07745 1.20695 0.0 0.0 0.0 0.28
H 0.03202 6.98954 1.84810 0.0 -1.0 0.2 0.31
H 2.90364 -4.14026 -3.11051 0.0 0.0 0.0 0.29
C 3.68932 -4.23906 -2.36037 0.3 -0.2 -0.2 -0.25
H 4.45858 -4.90654 -2.75776 -0.1 0.0 -0.1 0.07
H -0.47489 3.49217 -5.75831 0.0 0.0 0.0 0.26
H 4.08996 1.47025 1.65548 -1.1 0.2 0.0 0.30
H -6.02602 -0.31055 5.37825 0.0 0.0 -0.1 0.39
H -0.18944 -6.45040 1.25116 0.1 0.0 0.0 0.34
C -2.45202 4.93652 2.08336 -0.1 0.3 -0.5 -0.83
C -6.48348 -0.21742 3.24260 0.2 -0.2 -0.3 0.44
C 4.30698 -2.90783 -1.96962 -0.2 0.3 0.1 -0.54
H -0.52777 5.95917 3.25301 0.8 0.2 -0.9 0.42
C 4.28080 -4.27535 -0.07905 0.2 0.0 0.1 -0.58
C -0.54586 2.52154 -6.25757 0.1 0.3 0.0 -0.59
H 2.30467 -6.41006 -5.75423 0.0 0.1 -0.1 0.28
H -6.28313 -1.29329 3.18151 0.0 0.0 0.1 0.24
H 3.16030 -6.71938 -7.99786 0.0 0.0 0.1 0.34
H 0.05538 2.56075 -7.16748 0.0 0.0 0.0 0.36
H 3.05917 -5.84075 -0.99622 0.0 0.0 0.0 0.42
C -8.72960 0.34484 3.54062 0.0 0.2 -0.3 -0.51
H 6.19140 3.12631 6.36857 0.0 0.0 0.0 0.33
H 5.13858 4.45087 4.21504 -0.1 -0.1 -0.1 0.26
C 5.04226 -7.46657 -5.35160 0.2 0.2 0.2 -0.49
H 4.07214 1.54588 7.00025 0.0 0.0 -0.1 0.34
H 5.12532 -2.61375 -2.63007 0.0 0.0 0.1 0.34
O -1.01351 2.35775 -1.37861 -1.7 -1.0 2.7 -0.80
C -3.58937 4.33411 1.13572 -0.4 2.2 0.5 -1.10
H 5.21886 0.97131 5.78028 0.0 0.0 0.0 0.28
H -9.64378 -0.20804 3.31256 0.0 0.0 -0.1 0.27
C 3.06729 1.63759 1.21776 0.5 0.5 0.1 -0.41
H -8.94488 1.41747 3.47514 -0.1 0.0 0.1 0.29
H -3.43273 2.78576 -2.38615 0.1 -0.3 1.1 0.02
H 0.65658 -2.53468 0.70255 0.0 -0.1 0.1 0.26
C 3.31095 -6.01547 -5.93218 -0.2 0.0 0.2 -0.40
O 0.64827 -4.55699 1.17887 -0.3 -0.1 -0.1 -0.46
C -2.67943 2.10682 0.39417 1.1 -0.7 -1.7 -0.92
H 5.06585 -8.30583 -4.65357 0.0 0.1 0.1 0.28
C -2.39820 -0.31006 2.06725 0.1 -1.9 0.1 0.44
O 4.15246 -6.45731 -4.85922 0.0 -0.2 -0.3 -0.30
H -6.45083 1.29612 4.77116 0.1 -0.1 0.0 0.23
H -3.33461 1.39439 -0.20602 0.6 0.3 1.1 0.76
H -2.01455 -2.85664 0.22129 0.1 -0.1 0.0 0.14
F -2.41847 -0.80729 0.78846 0.3 0.8 1.6 -0.22
C 1.32415 5.17453 2.30704 0.4 0.9 0.3 -0.20
F -3.40689 -0.97972 2.74421 1.2 1.1 -0.9 -0.24
C -0.05937 5.93708 2.22328 -0.4 -1.6 0.0 -0.94
C 1.97316 4.91425 0.89592 -1.4 0.0 -0.1 -0.42
O 4.79760 -3.05777 -0.63070 -0.1 -0.2 -0.1 -0.42
H -4.46034 3.91269 1.71577 1.0 0.0 -0.4 0.09
H 5.32497 -8.24150 -7.37848 0.0 0.0 0.0 0.33
H 2.26714 1.66735 2.00020 0.9 0.2 -0.5 -0.06
H -5.21756 2.42018 -1.00025 0.7 0.1 0.1 -0.01
C -0.04107 -3.30204 1.04271 0.1 0.1 0.3 -0.27
O -7.72651 0.03826 2.56733 -0.1 0.0 0.3 -0.42
H 2.24339 -4.28704 -0.77028 0.1 -0.1 0.1 -0.43
H 2.53867 2.33308 5.29930 0.0 -0.1 0.0 0.25
C -1.51628 -4.98916 0.31468 -0.2 -0.2 0.2 -0.64
H 5.10616 -4.99454 -0.01951 0.0 -0.1 0.0 0.25
H -1.27467 5.62971 0.39558 0.4 -1.1 0.7 0.19
H -2.75228 6.00773 2.30414 0.2 -1.1 -0.2 0.51
O 4.00639 2.74195 3.92299 0.2 0.0 0.5 -0.18
O -1.59955 2.06351 2.94036 -1.2 -0.5 -1.7 -0.59
H -1.50484 0.21141 -4.10505 -0.1 0.0 0.0 0.25
C -6.66782 0.22773 4.68027 0.1 0.3 0.1 -0.53
O -2.50289 1.55268 -5.34078 0.2 0.0 -0.3 -0.45
H -4.02425 5.24839 0.62552 0.5 -1.2 0.3 0.70
H 6.04852 2.94761 3.95675 0.1 0.1 0.0 0.28
C -1.19609 1.85510 -0.19627 2.3 1.2 -3.3 0.35
H -1.42014 1.91763 -3.62773 0.1 -0.2 0.1 -0.16
C -1.39511 1.23165 -4.47840 -0.1 0.3 0.4 0.18
C 3.90313 -6.57602 -7.21252 0.1 0.2 -0.2 -0.55
H 2.83453 0.78240 0.53342 0.2 1.1 0.4 0.25
H 1.18652 4.24682 2.92505 0.2 0.6 -0.8 0.02
H 0.08804 0.50499 -5.86050 0.0 0.0 0.0 0.26
H -5.67657 0.31531 2.74060 -0.2 -0.1 0.0 -0.38
C -1.05945 5.04392 1.33849 -0.5 1.5 0.7 0.74
H 3.55825 -2.10838 -1.96507 0.0 0.0 -0.1 0.24
C 3.19668 -4.75879 -1.02367 -0.4 0.1 0.1 0.21
S -2.70990 1.56073 2.12805 0.3 0.9 3.5 1.15
H 1.31428 4.28413 0.22660 0.5 0.8 0.8 0.22
C 5.17239 3.38492 4.44863 0.0 -0.1 -0.3 -0.48
F -1.24365 -0.63316 2.72177 -1.6 0.6 -1.4 -0.20
C 3.46102 1.87543 4.92529 -0.3 0.1 -0.1 -0.44
C -0.13434 1.41940 -5.29993 0.2 -0.3 -0.1 -0.54
H 0.34212 -5.89297 -0.35042 -0.1 -0.1 0.0 0.20
H -5.74938 4.70882 -1.70109 0.5 0.5 0.0 0.23
H -2.40072 4.43169 3.08123 0.2 0.2 -1.0 0.33
H -2.03597 -5.46858 -0.51606 0.0 0.0 0.0 0.35
C -1.17871 -3.53235 0.06561 0.1 0.1 -0.3 -0.18
H -2.09694 1.46485 -7.35074 0.0 0.1 -0.1 0.26
O -0.30352 1.27463 0.43586 -1.4 -0.3 1.0 -0.63
H 4.58614 3.86586 6.46457 0.0 0.0 0.0 0.26
H -8.32388 -1.07740 5.10709 0.0 0.0 0.0 0.26
H -8.57788 0.56703 5.71253 0.0 0.0 0.0 0.35
H -0.41789 -3.01723 2.02993 0.0 0.1 0.0 0.25
C 4.50409 1.76375 6.02268 0.1 -0.3 0.0 -0.57
H -0.57175 4.05854 1.14321 -0.7 0.8 0.0 -0.44
H 2.03879 5.83915 2.87707 -0.5 -0.8 -0.5 0.38
H 3.77091 -8.64178 -6.63247 0.1 0.0 0.0 0.26
H -0.82192 -3.40458 -0.96120 0.0 0.0 0.0 0.23
C -2.00215 2.18004 -6.52442 -0.2 -0.2 0.0 -0.43
O 3.24733 4.22487 0.99560 -0.7 -1.0 -0.1 -0.36
H 0.73594 1.66622 -4.69174 -0.1 0.0 0.0 0.35
H 2.05322 5.91265 0.38240 0.4 -0.9 0.4 0.23
H 3.90628 -4.09109 0.92973 0.0 0.1 0.0 0.31
C 3.14659 2.96221 0.37504 -0.5 -1.3 -0.6 0.67
H 4.67722 -5.90274 -7.59271 -0.1 0.0 0.0 0.28
O 3.08235 2.85160 -0.82404 0.3 0.8 0.8 -0.59
N -4.72400 4.77387 -1.78894 -0.7 -1.1 0.5 -0.87
N -3.05660 3.49077 0.05505 -2.0 -1.3 0.1 0.63
H 3.26149 -4.92514 -5.93421 0.0 0.0 0.1 0.26
H 3.21413 0.90967 4.48012 0.0 0.1 -0.1 0.28
C 5.18700 3.11471 5.94289 0.0 0.3 0.2 -0.55
C -8.14969 -0.01744 4.89681 -0.2 -0.2 0.2 -0.56
H 6.04602 -7.03156 -5.40811 0.0 -0.1 0.0 0.29
O -4.01119 1.67093 2.81069 1.1 -0.1 -1.8 -0.76
```
Positions in Å, forces in eV/Å.



ORCA calculation (the ωB97M-V functional and the def2-TZVPD basis) on a molecular structure, C32H50As2FN2NiO11PSSi2.

Summary:
- HOMO (alpha / beta): -2.0 / -1.3 eV
- Total charge: -2
- 2S+1: 3
- E_LUMO (alpha / beta): 4.09 / 4.06 eV

```
103
Properties=species:S:1:pos:R:3:forces:R:3:mulliken_charge:R:1
H 4.51949 2.27068 0.01428 0.0 0.0 0.0 0.43
H -2.27083 0.07527 -4.60727 0.0 0.1 0.1 0.36
H -3.38978 -2.30348 0.05791 0.0 0.0 0.1 0.10
H -0.00039 2.24630 -3.97666 -0.1 0.0 0.0 0.12
H 1.48747 -0.90413 -5.99293 0.1 0.0 -0.1 0.47
C -3.42732 -2.51177 -1.00706 0.1 0.0 -0.1 -1.09
C 3.31143 0.67465 -0.68362 -0.1 0.0 0.1 0.76
C 1.46556 -1.28278 -4.96780 -0.1 0.0 0.0 -1.15
H -1.43477 -4.46802 -0.21291 0.0 -0.1 0.1 0.57
As -0.64347 -0.41182 -1.88006 -0.2 -0.6 0.1 0.38
O -2.08367 1.93762 0.93002 -0.1 0.3 -0.2 -0.79
H 0.99024 -2.85869 -2.53462 0.2 0.1 0.0 -0.60
N -1.20987 4.45722 -0.93488 0.0 -0.1 0.0 0.13
O 0.04918 1.33708 2.76186 -0.2 0.1 -0.1 -0.81
H -0.27539 -0.98194 3.93279 0.0 0.0 0.0 0.12
H 6.40720 -0.46843 -2.68923 0.0 0.0 0.0 0.38
P 1.50020 -1.14678 2.35624 -0.2 0.2 -0.2 1.09
H 4.44829 -3.34906 1.38569 0.0 0.0 0.0 0.40
H -2.50075 -2.75658 -4.10870 -0.1 0.1 0.0 0.23
H 0.38454 -3.95419 3.42491 0.0 0.0 0.0 0.34
O -3.75430 0.49036 -0.10601 -0.3 -0.1 0.0 -0.75
H -1.47326 2.46015 -1.42868 0.0 -0.1 0.0 0.59
H 1.81481 -1.09627 5.53407 0.0 0.0 0.0 0.29
O -1.06373 6.71007 -0.51621 0.0 0.1 0.1 -0.71
O -0.77432 1.32187 5.29492 0.0 0.0 0.2 -0.72
H 4.35287 -1.73717 -2.85050 0.0 0.0 0.0 0.26
H -0.94854 -3.56555 -3.93082 0.1 0.0 0.0 0.31
H 1.94831 0.66853 3.77932 0.0 0.0 0.0 0.36
Ni 0.16744 0.57322 0.75001 0.7 -0.1 0.7 1.66
H -1.59568 -1.25826 -5.54263 0.0 -0.1 0.0 0.29
C -0.72307 -3.75787 -0.63933 -0.1 0.0 0.0 -0.78
H -4.04888 -1.74454 -1.45701 -0.1 0.1 -0.1 0.29
H -0.54687 3.60004 0.85907 0.1 0.0 0.0 -0.27
C 0.15604 -3.10922 4.07655 0.0 0.0 0.0 -1.76
N -2.53881 5.97850 -2.06782 0.0 0.1 0.0 -0.01
H 6.53539 1.55956 -1.25806 0.0 0.0 0.0 0.34
C -1.90515 -3.37657 -3.44141 0.1 -0.1 0.1 -1.21
H -0.79171 -3.33269 4.57225 0.0 0.0 0.0 0.46
H -6.63147 -0.04837 3.87438 0.0 0.0 0.0 0.38
O -1.32835 3.63236 3.78984 0.0 0.0 0.1 -0.95
C -5.60680 0.29486 3.80675 0.0 0.0 -0.2 -0.60
C -1.80926 3.46114 -1.65945 -0.2 0.0 -0.1 0.08
S -2.78151 0.66674 0.94816 0.1 -0.1 0.3 1.49
C 3.93013 -2.41574 1.62018 0.1 -0.1 0.1 -1.44
H 0.18602 1.35197 5.36229 0.0 0.0 0.0 0.29
C 2.01626 -1.24775 -1.57548 0.1 -0.3 0.0 -0.24
C -0.11838 4.10145 -0.00609 0.1 0.2 0.0 -0.32
H -0.76093 -1.89337 2.55100 0.0 0.0 0.0 -0.16
H 4.51968 -1.89776 2.37768 0.0 0.0 0.0 0.36
H 0.92696 -3.07224 4.84575 0.0 0.0 0.0 0.27
H -1.24412 0.42152 -5.98622 0.0 0.0 -0.1 0.42
C 1.98665 -2.63190 -2.14109 -0.1 -0.1 -0.1 -0.86
O 1.70190 3.78113 -1.51835 0.1 0.2 -0.1 -0.79
C -3.65237 1.24676 4.83107 0.0 0.0 0.1 -0.55
C 4.36770 -0.86313 -2.21372 0.0 0.0 0.0 -1.02
H -2.42351 -4.33081 -3.32101 0.0 -0.1 0.0 0.39
C 5.61699 0.98984 -1.31951 0.0 0.0 0.0 -0.74
C -4.93416 0.25256 2.59199 -0.1 0.0 0.1 -0.50
H 1.97357 -3.29658 1.38728 0.0 0.0 0.0 0.37
O -1.85806 -0.47376 1.10402 0.0 -0.1 -0.3 -0.64
O 0.72285 1.96823 -0.67756 -0.1 -0.2 0.1 -0.14
H 2.55903 -3.27386 3.03656 0.0 0.0 0.0 0.62
C 0.82866 1.54818 -4.10654 0.0 -0.1 -0.1 -0.87
C 0.03954 -1.80766 3.28964 0.0 0.0 0.0 0.54
C 5.54189 -0.14326 -2.12229 0.0 0.0 0.0 -0.83
Si 0.18382 -0.20873 -4.10311 -0.1 0.3 0.1 0.82
C -4.96255 0.79342 4.92444 0.1 0.1 0.1 -0.65
H 2.44821 0.99759 -0.11832 0.1 0.0 -0.1 -0.19
H -2.79647 6.94544 -2.20337 0.0 -0.1 0.0 0.23
C -3.18585 5.05688 -2.87283 0.0 -0.1 -0.1 0.06
C 3.20751 -0.47246 -1.49922 0.0 -0.2 0.0 0.78
H 0.34824 5.04170 0.27986 0.0 -0.1 0.0 0.40
H 3.19978 -1.94725 4.85481 0.0 0.0 0.0 0.27
H -5.48272 0.84397 5.87447 0.0 0.0 0.0 0.36
O -4.01629 5.40664 -3.69679 0.0 0.0 0.0 -0.72
H 1.31490 1.77079 -5.06086 0.0 0.1 0.0 0.51
C 0.88490 3.22165 -0.78654 -0.2 0.1 0.1 -0.10
C -2.74100 3.71090 -2.59449 0.1 0.0 0.0 0.27
H -3.15571 1.64305 5.70713 0.0 0.0 0.0 0.47
As -1.16951 2.01206 3.67619 0.0 0.0 -0.4 1.01
H -5.41054 -0.10974 1.69216 0.0 0.0 -0.1 0.51
H -3.87322 -3.49785 -1.17877 -0.1 0.0 0.0 0.44
F -3.29584 2.71488 -3.31673 0.1 0.0 0.1 -0.33
C 4.48992 1.38502 -0.60615 0.0 0.0 0.0 -0.83
H 0.04221 -4.31583 -1.17708 0.0 0.0 0.0 0.34
H 3.41500 -0.36950 5.60493 0.0 0.0 0.0 0.44
H 1.23289 -2.34494 -4.99914 -0.1 -0.1 0.0 0.26
Si -1.70891 -2.58291 -1.73476 0.2 0.1 -0.1 0.53
H 3.93873 -1.79680 0.72899 0.0 0.1 -0.2 0.25
O 0.89504 -0.91138 -0.89689 0.0 0.4 -0.2 1.40
H 2.45621 -1.15045 -4.53820 0.1 0.1 0.0 0.27
H 1.52677 1.76233 -3.29561 0.1 -0.1 0.1 0.08
C -3.62806 0.70415 2.51184 -0.1 0.0 -0.2 -0.23
C -2.96418 1.20264 3.62357 0.2 0.1 0.2 -0.43
H 2.70469 -2.80236 -2.93948 0.0 0.0 0.0 0.56
C 2.51517 -2.68472 2.11591 -0.1 -0.1 0.1 -0.91
H 3.43378 -0.00651 3.16360 0.0 0.0 0.0 0.45
C 2.48731 -0.27227 3.64479 0.1 0.1 0.0 -0.50
H -0.24128 -3.22681 0.18086 0.0 0.1 0.1 -0.21
H 2.19412 -3.36127 -1.34783 0.0 0.0 0.0 0.25
C 2.74333 -0.96228 4.97786 0.0 0.0 0.1 -1.51
C -1.38718 -0.26423 -5.14872 0.0 0.0 0.0 -1.39
C -1.55005 5.76933 -1.11151 -0.1 0.1 -0.1 0.42
```
Positions in Å, forces in eV/Å.



DFT total energy readings, ordered: -438.0838 -3425.2025 -9584.9866 Ha